a | The following is a DFT calculation (ωB97M-V/def2-TZVPD) of a molecular structure, C19H27N2O2Ti.

HOMO level (spin up / spin down)	-0.5337 / -0.5499	Ha
2S+1	2
LUMO level (spin up / spin down)	-0.2386 / -0.2460	hartree
orbital gap (spin up / spin down)	8.030 / 8.271	eV
<S²>	0.75
net charge	+2

Last column: Löwdin charge in e.
Cartesian coordinates (Å):
1 Ti 0.03440 0.20330 0.22750  1.001
2 C 1.67939 2.26085 2.60663  0.005
3 C 1.02420 0.93120 2.37830  -0.290
4 C 1.75527 -0.19528 1.97762  -0.056
5 C 1.14161 -1.44726 1.80204  -0.074
6 C -0.22865 -1.59036 2.01416  -0.069
7 C -0.98532 -0.46774 2.37016  -0.071
8 C -0.36728 0.77822 2.53652  -0.054
9 H 2.68304 2.29450 2.18718  0.096
10 H 1.76322 2.43928 3.68042  0.114
11 H 1.08625 3.07283 2.18686  0.102
12 H 2.82278 -0.10090 1.81852  0.144
13 H 1.73681 -2.30087 1.50696  0.140
14 H -0.70575 -2.55017 1.87801  0.144
15 H -2.05276 -0.56088 2.51911  0.138
16 H -0.96624 1.64348 2.79243  0.152
17 N 1.74912 0.33665 -1.18579  -0.014
18 C 1.33824 0.76501 -2.56400  -0.176
19 C 0.62686 2.11643 -2.56309  -0.066
20 C -0.69347 2.04169 -1.83775  -0.540
21 O -1.76913 2.17107 -2.35538  0.116
22 O -0.57601 1.77251 -0.52346  -0.149
23 H 2.42399 1.01632 -0.83649  0.118
24 H 2.26611 -0.53509 -1.28231  0.110
25 H 0.68617 -0.01062 -2.96442  0.124
26 H 2.22011 0.82728 -3.20063  0.134
27 H 0.44424 2.42259 -3.59042  0.141
28 H 1.24954 2.87806 -2.08660  0.139
29 C -4.12042 0.32133 -3.20657  0.029
30 N -4.48613 -0.14000 -1.83113  -0.179
31 C -5.48470 0.78580 -1.22289  0.026
32 C -3.29410 -0.29785 -0.92896  -0.087
33 C -2.31541 -1.37272 -1.35793  -0.222
34 C -2.75765 -2.47573 -2.08244  -0.041
35 C -1.89907 -3.51168 -2.41782  -0.043
36 C -0.57925 -3.45949 -2.01248  -0.053
37 C -0.13765 -2.35852 -1.28927  -0.132
38 C -0.96935 -1.28350 -0.94533  -0.161
39 H -5.01279 0.29780 -3.82672  0.117
40 H -3.36034 -0.33648 -3.61578  0.106
41 H -3.72875 1.33043 -3.13287  0.090
42 H -4.93198 -1.05364 -1.91924  0.163
43 H -5.01305 1.75678 -1.09191  0.118
44 H -5.80777 0.38977 -0.26361  0.111
45 H -6.33708 0.87777 -1.89064  0.115
46 H -3.69730 -0.51991 0.06203  0.141
47 H -2.81463 0.67751 -0.90165  0.102
48 H -3.79093 -2.57250 -2.40145  0.114
49 H -2.26896 -4.35656 -2.98278  0.122
50 H 0.10135 -4.26430 -2.25701  0.119
51 H 0.90441 -2.36201 -0.97453  0.085

b | The following is a DFT calculation (ωB97M-V/def2-TZVPD) of a molecular structure, C19H27N2O2Ti.

HOMO level (spin up / spin down)	-0.5285 / -0.5572	Ha
2S+1	2
LUMO level (spin up / spin down)	-0.2475 / -0.2482	hartree
orbital gap (spin up / spin down)	7.648 / 8.410	eV
<S²>	0.76
net charge	+2

Last column: Löwdin charge in e.
Cartesian coordinates (Å):
1 Ti -0.98368 -0.70161 -0.29419  1.018
2 C 0.97402 -1.48575 -3.24608  -0.003
3 C -0.11502 -1.95701 -2.33032  -0.278
4 C -1.45905 -1.63501 -2.59655  -0.034
5 C -2.49182 -2.11903 -1.79255  -0.057
6 C -2.19765 -2.94340 -0.69986  -0.073
7 C -0.86922 -3.24089 -0.39879  -0.086
8 C 0.16744 -2.73182 -1.19506  -0.051
9 H 0.74859 -0.50457 -3.66273  0.098
10 H 1.05241 -2.18082 -4.08505  0.116
11 H 1.94204 -1.46819 -2.74795  0.089
12 H -1.69732 -0.97599 -3.42282  0.148
13 H -3.51668 -1.85959 -2.02562  0.146
14 H -2.99512 -3.34312 -0.08700  0.140
15 H -0.63364 -3.86570 0.45190  0.135
16 H 1.19457 -2.96428 -0.94468  0.146
17 N -2.52753 -0.35998 1.25459  -0.009
18 C -2.89618 1.09371 1.25088  -0.186
19 C -3.48645 1.52803 -0.08150  -0.066
20 C -2.59480 1.29581 -1.28931  -0.546
21 O -2.96620 1.33234 -2.42284  0.149
22 O -1.30416 0.99070 -0.96423  -0.192
23 H -3.38270 -0.90800 1.18876  0.117
24 H -2.12401 -0.58006 2.16406  0.110
25 H -1.98841 1.65144 1.47468  0.117
26 H -3.61623 1.29238 2.04466  0.136
27 H -3.71451 2.59584 -0.04384  0.148
28 H -4.44192 1.03768 -0.28095  0.140
29 C 2.24402 1.26095 -1.31461  0.007
30 N 2.27303 2.31852 -0.27067  -0.163
31 C 3.62066 2.41608 0.36123  0.023
32 C 1.13931 2.15659 0.73641  -0.076
33 C 1.21183 0.89256 1.55417  -0.253
34 C 1.97378 0.94637 2.72375  -0.042
35 C 2.09535 -0.15015 3.56001  -0.043
36 C 1.42316 -1.31631 3.23664  -0.052
37 C 0.63794 -1.35856 2.09155  -0.133
38 C 0.50031 -0.27609 1.20755  -0.167
39 H 3.02783 1.45494 -2.04289  0.118
40 H 1.26966 1.27702 -1.79910  0.094
41 H 2.41230 0.30310 -0.82781  0.103
42 H 2.09775 3.20959 -0.73694  0.188
43 H 3.84921 1.47076 0.84479  0.108
44 H 3.61546 3.21861 1.09441  0.115
45 H 4.35508 2.62810 -0.41175  0.114
46 H 0.22569 2.20297 0.14942  0.104
47 H 1.19976 3.03635 1.37643  0.143
48 H 2.46479 1.87297 3.00098  0.121
49 H 2.68991 -0.08700 4.46098  0.122
50 H 1.49312 -2.18300 3.88101  0.120
51 H 0.10324 -2.28749 1.90681  0.078

Which structure is most stable? a, by 0.0136 hartree over the runner-up.

a | The following is a DFT calculation (ωB97M-V/def2-TZVPD) of C6H8S2 in the gas phase.

HOMO level	-0.3235	Ha
LUMO level	-0.0142	hartree
orbital gap	8.417	eV

Last column: Löwdin charge in e.
Cartesian coordinates (Å):
1 C -2.09934 0.42348 -0.25834  -0.604
2 C -0.62708 -0.00567 -0.51674  -0.404
3 C -0.14473 -1.20038 0.32400  -0.161
4 C 1.36686 -0.90100 0.44666  -0.555
5 C 1.59273 0.58312 0.26746  -0.466
6 C 0.25850 1.17548 -0.15728  -0.194
7 H -2.28921 1.50208 -0.03802  0.061
8 H -0.48546 -0.32966 -1.57054  0.142
9 H -0.59396 -1.15292 1.35797  0.132
10 H -0.37884 -2.21930 -0.09318  0.129
11 H 1.92646 -1.48300 1.17999  0.099
12 H 2.31873 1.12474 0.86985  0.104
13 H 0.32463 1.84163 -0.99247  0.116
14 H -0.14747 1.68363 0.65598  0.093
15 S -3.41105 -0.52247 -0.48942  0.667
16 S 2.38922 -0.51976 -0.98592  0.843

b | The following is a DFT calculation (ωB97M-V/def2-TZVPD) of C6H8S2 in the gas phase.

HOMO level	-0.2991	Ha
LUMO level	0.0317	hartree
orbital gap	9.001	eV

Last column: Löwdin charge in e.
Cartesian coordinates (Å):
1 C 1.09089 1.79516 1.93597  -0.412
2 C 0.47104 -0.07312 0.02298  -0.594
3 C -0.82670 0.11726 0.26776  -0.127
4 C -1.66150 -0.68939 -0.67156  -0.519
5 C -0.70490 -1.41508 -1.54784  -0.539
6 C 0.70714 -1.06814 -1.11163  -0.199
7 H 0.51129 1.27256 2.69011  0.037
8 H 0.46976 2.52809 1.41579  0.042
9 H 1.92160 2.31706 2.44662  0.038
10 H -1.24837 0.80344 1.00729  0.105
11 H -2.57770 -1.12994 -0.31941  0.100
12 H -0.92395 -2.42045 -1.86097  0.101
13 H 1.20673 -1.93794 -0.69764  0.111
14 H 1.35744 -0.62794 -1.91462  0.130
15 S 1.87828 0.67510 0.75624  0.884
16 S -1.67106 -0.14669 -2.41910  0.841

Which structure is most stable? b, by 0.0167 hartree over the runner-up.

a | The following is a DFT calculation (ωB97M-V/def2-TZVPD) of 2 unconnected molecules or ions with the total composition H4OS.

HOMO level	-0.3521	Ha
LUMO level	0.0244	hartree
orbital gap	10.246	eV

Last column: Löwdin charge in e.
Cartesian coordinates (Å):
1 O -1.20524 0.98229 -0.86160  -0.092
2 H -1.11742 1.92996 -0.61169  0.047
3 H -2.01343 0.67565 -0.39144  0.047
4 S 1.85422 -1.66498 0.61826  0.452
5 H 1.96805 -0.32692 0.52681  -0.224
6 H 0.51382 -1.59599 0.71968  -0.230

b | The following is a DFT calculation (ωB97M-V/def2-TZVPD) of a molecular structure, H4OS.

HOMO level	-0.2802	Ha
LUMO level	0.0225	hartree
orbital gap	8.238	eV

Last column: Löwdin charge in e.
Cartesian coordinates (Å):
1 S 0.71323 0.09992 -0.41374  0.642
2 H 1.10006 -0.66888 0.52422  -0.215
3 O -1.16685 -0.02305 0.62835  -0.371
4 H -1.80719 0.66783 1.05061  0.097
5 H 0.14387 -0.67970 -1.22806  -0.222
6 H -1.51357 -0.73361 1.24630  0.069

Which structure is most stable? a, by 0.0798 hartree over the runner-up.

a | The following is a DFT calculation (ωB97M-V/def2-TZVPD) of 2 unconnected molecules or ions with the total composition H4OS.

HOMO level	-0.3489	Ha
LUMO level	0.0261	hartree
orbital gap	10.203	eV

Last column: Löwdin charge in e.
Cartesian coordinates (Å):
1 S -1.03511 0.08424 -1.76670  0.470
2 H -1.88611 -0.68838 -1.08023  -0.217
3 H -0.42719 0.61034 -0.69633  -0.252
4 H 1.54040 -0.28971 0.54941  0.039
5 H 1.00616 0.47805 1.82988  0.045
6 O 0.80184 -0.19453 1.16398  -0.086

b | The following is a DFT calculation (ωB97M-V/def2-TZVPD) of 2 unconnected molecules or ions with the total composition H4OS.

HOMO level	-0.3676	Ha
LUMO level	0.0258	hartree
orbital gap	10.707	eV

Last column: Löwdin charge in e.
Cartesian coordinates (Å):
1 O -0.59167 -0.73992 1.85826  -0.089
2 H -0.10980 -0.54094 2.69280  0.051
3 H -0.01513 -0.37950 1.14696  0.012
4 S 0.19977 1.10162 -1.60756  0.470
5 H 0.15851 -0.17946 -1.19663  -0.228
6 H 0.35832 0.73820 -2.89383  -0.217

Which structure is most stable? a, by 0.0030 hartree over the runner-up.

a | The following is a DFT calculation (ωB97M-V/def2-TZVPD) of CH5N2P in the gas phase.

HOMO level	-0.3349	Ha
LUMO level	0.0257	hartree
orbital gap	9.811	eV

Last column: Löwdin charge in e.
Cartesian coordinates (Å):
1 C 1.46759 0.34134 0.04507  -0.201
2 N -2.27859 -0.56318 -0.08925  -0.346
3 N 0.17343 -0.23220 0.30077  -0.389
4 P -1.30444 0.51046 0.48508  0.685
5 H 2.42078 -0.10410 0.32762  0.080
6 H 1.49898 0.43165 -1.02571  0.065
7 H 1.40859 1.33303 0.33134  0.031
8 H -3.29949 -0.54963 -0.13189  -0.042
9 H -0.08686 -1.16737 -0.24304  0.116

b | The following is a DFT calculation (ωB97M-V/def2-TZVPD) of 2 unconnected molecules or ions with the total composition CH5N2P.

HOMO level	-0.3278	Ha
LUMO level	0.0251	hartree
orbital gap	9.603	eV

Last column: Löwdin charge in e.
Cartesian coordinates (Å):
1 C 1.42563 0.46293 0.02732  -0.293
2 N -2.16571 -0.69753 -0.02426  -0.382
3 N 0.12588 -0.02374 -0.12790  -0.456
4 P -1.36718 0.63890 0.12103  0.671
5 H 2.16214 0.06729 0.85290  0.090
6 H 2.01650 0.23916 -0.91981  0.081
7 H 1.36061 1.51715 0.45205  0.074
8 H -3.18549 -0.89894 -0.04274  -0.021
9 H -0.37237 -1.30523 -0.33859  0.236

Which structure is most stable? a, by 0.0564 hartree over the runner-up.

a | The following is a DFT calculation (ωB97M-V/def2-TZVPD) of 2 unconnected molecules or ions with the total composition C2H5ClS.

HOMO level (spin up / spin down)	-0.3225 / -0.3083	Ha
LUMO level (spin up / spin down)	-0.0268 / -0.0561	hartree
orbital gap (spin up / spin down)	8.045 / 6.863	eV

Last column: Löwdin charge in e.
Cartesian coordinates (Å):
1 C -0.40248 -0.89695 -0.43260  -0.218
2 C -0.79316 0.28229 0.34501  -0.738
3 S 1.67907 1.36294 -0.07533  0.269
4 Cl -1.78681 1.54366 -0.09990  0.694
5 H 0.22312 -0.59077 -1.34923  0.082
6 H 0.09919 -1.55555 0.26579  0.083
7 H -1.18236 -1.43630 -0.85432  0.048
8 H -0.56311 0.26759 1.35867  0.017
9 H 2.72653 1.02309 0.84193  -0.237

b | The following is a DFT calculation (ωB97M-V/def2-TZVPD) of 2 unconnected molecules or ions with the total composition C2H5ClS.

HOMO level (spin up / spin down)	-0.2935 / -0.3066	Ha
LUMO level (spin up / spin down)	0.0134 / -0.0006	hartree
orbital gap (spin up / spin down)	8.352 / 8.325	eV

Last column: Löwdin charge in e.
Cartesian coordinates (Å):
1 C 1.43744 -0.11139 0.58920  0.035
2 C -0.78802 -0.33397 -0.70300  -0.997
3 S -2.04153 -0.01073 0.61751  0.667
4 Cl -0.24096 0.79880 -1.83333  0.553
5 H 1.58894 0.76702 -0.16863  0.005
6 H 1.11076 0.07666 1.55919  -0.032
7 H 1.88095 -1.04310 0.33135  -0.018
8 H -1.08389 -1.34260 -1.14133  0.025
9 H -1.86369 1.19929 0.74905  -0.238

Which structure is most stable? a, by 0.0482 hartree over the runner-up.